No. 1
Entry from OMol25: the molecule C12H12N2 in a non-equilibrium geometry (ωB97M-V with the def2-TZVPD basis set).

As for the SMILES: CC1=C/C=c2/cccc/c2=N/C/C=N\1. The value obtained for the relative energy (zero: lowest compared OMol25 entry of this formula, charge and spin) is 480.0 kJ/mol. Its HOMO energy (alpha / beta) is -0.2937 / -0.2937 Ha.

Geometry (Å):
1 C 3.45591 -0.16312 -0.41348
2 C 3.15181 0.28008 0.97166
3 C 2.47842 -0.62062 -1.26989
4 C 1.91482 0.53175 1.33200
5 C 1.06902 -0.40374 -0.84737
6 C 0.92342 0.46654 0.27252
7 C 0.04122 -1.32166 -1.11387
8 C -1.10820 -1.47773 -0.20986
9 C -2.00570 1.43185 -0.93549
10 C -0.69640 1.99797 -0.52927
11 C -2.08089 -0.65399 0.23759
12 C -3.05176 -0.97891 1.34285
13 N -2.61175 0.38894 -0.56752
14 N 0.02050 1.39668 0.50559
15 H 4.50133 -0.00288 -0.66383
16 H 3.99648 0.46439 1.62714
17 H 2.65175 -1.13069 -2.23856
18 H 1.52505 0.77334 2.26655
19 H 0.19930 -2.25678 -1.62448
20 H -1.01024 -2.47076 0.29326
21 H -2.60169 2.10989 -1.70991
22 H -0.19840 1.85676 -1.57847
23 H -0.80955 3.00603 -0.30269
24 H -2.88154 -2.05889 1.83919
25 H -4.12799 -0.91392 1.10170
26 H -2.74493 -0.25053 2.21464



No. 2
Entry from OMol25: a cluster of 12 separate species, C38H62Cl10O21 in total in a non-equilibrium geometry (ωB97M-V with the def2-TZVPD basis set).

As for the SMILES: C[C@H]1COC(=O)O1.C[C@H]1COC(=O)O1.C[C@H]1COC(=O)O1.C[C@H]1COC(=O)O1.C[C@H]1COC(=O)O1.C[C@H]1COC(=O)O1.C[C@H]1COC(=O)O1.ClCCCl.ClCCCl.ClCCCl.ClCCCl.ClCCCl. The value obtained for the relative energy (zero: lowest compared OMol25 entry of this formula, charge and spin) is 150.8 kJ/mol. Its HOMO energy is -0.3764 Ha.

Geometry (Å):
1 C -4.87147 0.32887 1.65738
2 C -3.83882 0.37107 0.56958
3 C -4.23039 0.12023 -0.89006
4 O -3.35176 0.93997 -1.57669
5 C -3.00695 1.95204 -0.78903
6 O -2.41470 2.96392 -1.16469
7 O -3.41503 1.67190 0.45733
8 H -4.46266 0.38307 2.66637
9 H -5.30061 -0.67120 1.59560
10 H -5.69653 1.04060 1.62899
11 H -3.01629 -0.32438 0.73660
12 H -5.29039 0.27493 -1.09146
13 H -4.03309 -0.89951 -1.22069
14 C -0.71126 -8.15137 -0.98412
15 C -0.72661 -6.70660 -1.49127
16 C -1.24485 -5.71678 -0.47234
17 O -0.09065 -4.84333 -0.23447
18 C 0.98057 -5.30818 -0.83779
19 O 2.08754 -4.81567 -0.81273
20 O 0.62014 -6.35554 -1.61496
21 H -1.74548 -8.45334 -0.81886
22 H -0.18766 -8.26811 -0.03526
23 H -0.11560 -8.75694 -1.66719
24 H -1.18431 -6.63834 -2.47816
25 H -1.62021 -6.24180 0.40604
26 H -1.99055 -5.02968 -0.87225
27 C 1.21524 3.33951 -1.89416
28 C 1.41855 4.76032 -2.54366
29 C 2.74971 5.50877 -2.25448
30 O 2.96412 6.11945 -3.51447
31 C 2.34666 5.44048 -4.45118
32 O 2.63304 5.54269 -5.65960
33 O 1.46922 4.60912 -3.96463
34 H 1.14983 3.32892 -0.80618
35 H 2.00080 2.62982 -2.15362
36 H 0.30112 2.84235 -2.21869
37 H 0.61582 5.43473 -2.24552
38 H 3.51739 4.77276 -2.01560
39 H 2.69068 6.26975 -1.47631
40 C -0.64157 -1.72619 -1.79607
41 C 0.31993 -1.21118 -0.70794
42 C 1.32682 -0.32346 -1.28001
43 O 1.33586 0.71829 -0.26890
44 C 0.31421 0.62288 0.61758
45 O 0.16244 1.32726 1.58978
46 O -0.41960 -0.45650 0.30372
47 H -1.23954 -0.97548 -2.31275
48 H -1.35856 -2.39496 -1.31985
49 H -0.07095 -2.24154 -2.56866
50 H 0.82918 -2.04908 -0.23180
51 H 1.05578 -0.07313 -2.30567
52 H 2.27310 -0.85715 -1.36851
53 C 1.57477 0.00185 4.27177
54 C 2.47844 0.11191 5.45955
55 C 3.46086 -1.05387 5.54294
56 O 4.74234 -0.46029 5.51761
57 C 4.60702 0.88880 5.49699
58 O 5.56973 1.70414 5.54805
59 O 3.33972 1.22828 5.37360
60 H 1.23846 -1.01550 4.07178
61 H 2.04118 0.34486 3.34824
62 H 0.69483 0.63120 4.40494
63 H 1.89990 0.06941 6.38235
64 H 3.36327 -1.70018 4.67068
65 H 3.24936 -1.72005 6.37935
66 C -3.41523 1.73631 5.06119
67 C -2.02398 2.05949 4.58363
68 C -1.88601 3.49234 3.98197
69 O -0.98885 4.12478 4.88697
70 C -0.51679 3.20439 5.78281
71 O 0.28852 3.51543 6.69584
72 O -1.06958 1.98211 5.52397
73 H -4.18173 1.96453 4.32060
74 H -3.58016 2.52147 5.79904
75 H -3.52287 0.72396 5.45064
76 H -1.82464 1.31170 3.81605
77 H -2.86464 3.97180 4.00468
78 H -1.49185 3.39814 2.97011
79 C -2.00031 -2.35859 3.00743
80 C -2.75425 -3.44702 2.15528
81 C -4.09591 -3.88437 2.71360
82 O -5.02220 -3.86584 1.59111
83 C -4.30730 -3.34613 0.56404
84 O -4.79441 -3.33503 -0.60097
85 O -3.16635 -2.88808 0.91644
86 H -2.56064 -1.42422 3.04033
87 H -1.05970 -2.06694 2.54022
88 H -1.75606 -2.56854 4.04877
89 H -2.08776 -4.30884 2.12078
90 H -4.39290 -3.25489 3.55243
91 H -3.97657 -4.87212 3.15881
92 Cl 3.23596 -2.37906 1.85203
93 C 4.17657 -0.92402 1.38909
94 C 5.29468 -1.40793 0.48329
95 Cl 4.82735 -2.18087 -1.08589
96 H 4.52392 -0.42163 2.29189
97 H 3.44457 -0.30060 0.87564
98 H 6.04204 -2.05147 0.94740
99 H 5.89431 -0.51849 0.28983
100 Cl 3.13051 -1.99678 -4.30351
101 C 2.27335 -3.55374 -4.18739
102 C 1.09512 -3.59365 -5.14037
103 Cl 1.49062 -3.48264 -6.84907
104 H 2.06667 -3.64701 -3.12123
105 H 3.04928 -4.27689 -4.43855
106 H 0.44796 -2.74050 -4.93688
107 H 0.46404 -4.45958 -4.94041
108 Cl -4.03172 1.64494 -5.64844
109 C -2.38252 1.63042 -5.05124
110 C -1.83381 3.01665 -4.50619
111 Cl -1.74813 4.21730 -5.87684
112 H -1.82246 1.12153 -5.83576
113 H -2.50113 0.97628 -4.18746
114 H -0.83067 2.90544 -4.09454
115 H -2.54188 3.43868 -3.79301
116 Cl 0.42368 5.50873 1.59731
117 C 1.75295 5.28245 2.77303
118 C 1.99879 3.80359 3.04108
119 Cl 2.95934 3.04114 1.72949
120 H 1.32708 5.82308 3.61828
121 H 2.59735 5.72271 2.24271
122 H 1.06304 3.24653 3.08735
123 H 2.46224 3.65608 4.01657
124 Cl 0.98239 1.15967 -4.92564
125 C 1.23411 1.55659 -6.67744
126 C 1.86802 2.94349 -6.87186
127 Cl 2.13688 3.17119 -8.66756
128 H 0.25586 1.46328 -7.14905
129 H 1.79073 0.68942 -7.03280
130 H 2.85641 2.95312 -6.41242
131 H 1.21714 3.72189 -6.47367



No. 3
Entry from OMol25: a cluster of 2 separate species, C6H8 in total in a non-equilibrium geometry (ωB97M-V with the def2-TZVPD basis set).

As for the SMILES: C=CC=C.C#C. The value obtained for the relative energy (zero: lowest compared OMol25 entry of this formula, charge and spin) is 350.4 kJ/mol. Its HOMO energy is -0.3316 Ha.

Geometry (Å):
1 C 0.25505 -1.64014 0.95293
2 C -0.96024 -0.31997 -0.63992
3 C -1.46771 0.71507 0.02335
4 C 0.80470 1.91236 -0.33465
5 C 1.61469 1.03649 -0.19192
6 C 0.23733 -1.07136 -0.24762
7 H -0.47774 -1.32357 1.68952
8 H 0.91755 -2.45782 1.19925
9 H -1.44820 -0.73077 -1.51890
10 H -1.04320 1.04168 0.97084
11 H -2.33664 1.25538 -0.33258
12 H 0.20767 2.77782 -0.46987
13 H 2.49997 0.46373 -0.09481
14 H 0.94318 -1.36767 -1.02588



No. 4
Entry from OMol25: a structure of composition C48H36CuN4P2Te in a non-equilibrium geometry (ωB97M-V with the def2-TZVPD basis set).

Its spin multiplicity is 2. Its expectation value of S² is 0.76. The value obtained for the relative energy (zero: lowest compared OMol25 entry of this formula, charge and spin) is 108.2 kJ/mol. Its HOMO energy (alpha / beta) is -0.2503 / -0.2479 Ha.

Geometry (Å):
1 Cu -0.88200 -1.16420 0.84795
2 C -2.52560 -4.89926 -0.89608
3 C -2.49657 -3.61829 -0.32029
4 N -1.42948 -3.12108 0.25826
5 C -0.29612 -3.89520 0.36875
6 C -0.24442 -5.19209 -0.18575
7 C -1.39758 -5.66377 -0.84930
8 C 0.92276 -5.97827 -0.02552
9 C 1.96603 -5.47954 0.69771
10 C 1.91369 -4.20075 1.29336
11 C 0.80632 -3.38398 1.16072
12 N 0.58747 -2.15809 1.72866
13 C 0.67727 -1.88581 3.06706
14 C 1.73860 -2.13142 3.91796
15 C 1.65831 -1.85723 5.30048
16 C 0.52634 -1.35011 5.86733
17 C -0.59868 -1.08816 5.04765
18 C -1.83240 -0.63902 5.56599
19 C -2.90974 -0.48814 4.74425
20 C -2.74983 -0.73518 3.37071
21 N -1.60755 -1.10243 2.84028
22 C -0.52039 -1.31761 3.65709
23 H -3.43009 -5.25155 -1.37216
24 H -3.37816 -2.98799 -0.33954
25 H -1.37763 -6.65114 -1.29790
26 H 0.96315 -6.96836 -0.46288
27 H 2.85903 -6.07984 0.82793
28 H 2.76642 -3.85045 1.85697
29 H 2.65799 -2.53253 3.51636
30 H 2.51995 -2.06414 5.92461
31 H 0.46578 -1.16142 6.93223
32 H -1.91365 -0.44040 6.62924
33 H -3.87256 -0.17457 5.12325
34 H -3.58833 -0.62511 2.69265
35 Te 2.87977 1.44516 -0.92961
36 C 2.53207 3.09431 -2.23644
37 C 2.43013 2.90859 -3.60959
38 C 2.09258 3.99316 -4.40989
39 N 1.86094 5.22022 -3.93685
40 C 1.96866 5.38844 -2.61654
41 C 2.30041 4.36846 -1.73318
42 C 0.88168 0.95596 -0.69011
43 P 0.12748 -0.51743 -1.33278
44 C 1.22083 -1.26581 -2.58218
45 C 1.04888 -1.15471 -3.95662
46 C 1.99355 -1.69709 -4.82140
47 C 3.09613 -2.37603 -4.32264
48 C 3.24631 -2.53428 -2.95044
49 C 2.31283 -1.98475 -2.08889
50 C -1.27437 0.11022 -2.36439
51 C -1.11237 1.23939 -3.16628
52 C -2.14349 1.68413 -3.98053
53 C -3.35930 1.00643 -4.00037
54 C -3.53847 -0.10579 -3.19275
55 C -2.49753 -0.54732 -2.38120
56 P -0.02325 1.16310 0.82128
57 C -1.46694 2.21476 0.34111
58 C -2.72841 1.98201 0.87329
59 C -3.80551 2.80220 0.55067
60 C -3.62427 3.87032 -0.31400
61 C -2.36842 4.10421 -0.86718
62 C -1.30097 3.27994 -0.54312
63 C 0.90201 2.26029 1.94171
64 C 1.98160 1.68063 2.61332
65 C 2.79637 2.44179 3.43326
66 C 2.53763 3.79708 3.59691
67 C 1.44412 4.37132 2.96442
68 C 0.61780 3.60448 2.14994
69 H 2.59191 1.93135 -4.05162
70 H 2.00094 3.87337 -5.48545
71 H 1.77728 6.39207 -2.24819
72 H 2.35793 4.56399 -0.66781
73 H 0.18577 -0.64354 -4.36082
74 H 1.85966 -1.58887 -5.89104
75 H 3.83100 -2.78950 -5.00162
76 H 4.09161 -3.08365 -2.55511
77 H 2.42495 -2.11270 -1.01710
78 H -0.16859 1.77867 -3.13213
79 H -2.00084 2.56394 -4.59884
80 H -4.16045 1.34825 -4.64481
81 H -4.48602 -0.63294 -3.19920
82 H -2.63546 -1.41700 -1.75586
83 H -2.86844 1.15267 1.55058
84 H -4.78343 2.61127 0.97840
85 H -4.45488 4.52133 -0.55941
86 H -2.22251 4.92913 -1.55623
87 H -0.32353 3.44641 -0.98993
88 H 2.17832 0.62071 2.48899
89 H 3.63380 1.98195 3.94306
90 H 3.18050 4.40182 4.22386
91 H 1.22466 5.42287 3.10530
92 H -0.24096 4.06214 1.67797



No. 5
Entry from OMol25: a structure of composition C18H45ClLi2N3O6 in a non-equilibrium geometry (ωB97M-V with the def2-TZVPD basis set).

Its net charge is +2. Its spin multiplicity is 2. Its expectation value of S² is 0.75. Its HOMO energy (alpha / beta) is -0.4708 / -0.4708 Ha.

Geometry (Å):
1 Li 9.80515 23.59719 -0.31983
2 Li 9.58534 23.15800 -4.53442
3 Cl 8.23307 23.31343 -2.27657
4 C 5.51803 25.90862 -8.08378
5 O 6.38505 25.53751 -6.97598
6 C 6.15692 24.23640 -6.52976
7 C 7.31871 23.82592 -5.53451
8 N 8.63986 23.75885 -6.18754
9 C 9.01959 22.71878 -7.17105
10 C 10.20391 23.29737 -7.95238
11 O 10.00291 24.67509 -8.49004
12 C 9.12933 24.66812 -9.58964
13 H 5.76762 26.78738 -8.67841
14 H 4.50835 26.08905 -7.71485
15 H 5.39783 25.11849 -8.82496
16 H 6.00929 23.49234 -7.31250
17 H 5.25097 24.12712 -5.93360
18 H 7.02321 22.97994 -4.91395
19 H 7.30729 24.61698 -4.78470
20 H 8.90969 24.60586 -6.66698
21 H 8.11952 22.59021 -7.77225
22 H 9.25753 21.83074 -6.58549
23 H 10.22512 22.62195 -8.80763
24 H 11.08932 23.23000 -7.32022
25 H 8.22605 24.14899 -9.26919
26 H 9.54235 24.24946 -10.50738
27 H 8.91688 25.71527 -9.80514
28 C 5.81260 26.62975 -1.06232
29 O 4.93488 26.45636 0.06253
30 C 5.18179 25.20890 0.73027
31 C 4.31052 24.01768 0.21785
32 N 4.91091 23.01608 -0.65102
33 C 4.07556 22.18986 -1.46345
34 C 3.28232 22.89434 -2.57467
35 O 2.77419 21.76937 -3.39769
36 C 2.12223 22.05679 -4.62123
37 H 5.89172 25.70080 -1.62702
38 H 6.82453 26.82329 -0.70647
39 H 5.56675 27.38280 -1.81103
40 H 4.85867 25.31350 1.76601
41 H 6.17659 24.76871 0.79885
42 H 3.44260 24.51853 -0.21104
43 H 3.78699 23.51096 1.02856
44 H 5.70927 23.43516 -1.10611
45 H 3.37342 21.56192 -0.91502
46 H 4.70620 21.50769 -2.03357
47 H 3.95941 23.47212 -3.20381
48 H 2.61330 23.68044 -2.22459
49 H 2.83872 22.27262 -5.41379
50 H 1.44415 22.90701 -4.54752
51 H 1.52570 21.22132 -4.98760
52 C 11.80565 19.95698 -7.76925
53 O 10.90786 18.92048 -7.38622
54 C 11.42389 18.07800 -6.29258
55 C 10.23974 17.40615 -5.51558
56 N 9.11407 18.30311 -5.38704
57 C 7.96069 17.71284 -4.66621
58 C 7.89219 17.98455 -3.15784
59 O 8.52891 19.26948 -2.94692
60 C 8.36394 19.67378 -1.57437
61 H 12.54473 19.47950 -8.41258
62 H 12.36580 20.40411 -6.94802
63 H 11.40974 20.86801 -8.21802
64 H 11.96592 18.74791 -5.62510
65 H 12.05793 17.26322 -6.64220
66 H 10.57643 17.28353 -4.48616
67 H 10.12073 16.45024 -6.02566
68 H 8.76768 18.58272 -6.29364
69 H 7.58967 16.69602 -4.79473
70 H 7.16141 18.36809 -5.01247
71 H 8.35292 17.15936 -2.61478
72 H 6.83868 18.04382 -2.88455
73 H 7.30316 19.56959 -1.34641
74 H 8.49392 20.73181 -1.34675
75 H 8.77083 18.98811 -0.83114



No. 6
Entry from OMol25: the molecule C11H19N5O2 (ωB97M-V with the def2-TZVPD basis set).

As for the SMILES: CC(=O)OCCCCc1nnc(CCCN)nn1. The value obtained for the relative energy (zero: lowest compared OMol25 entry of this formula, charge and spin) is 313.5 kJ/mol. Its HOMO energy is -0.3362 Ha.

Geometry (Å):
1 C 2.05178 1.04274 -4.09838
2 C 1.68491 -0.38374 -3.74534
3 O 2.42480 -1.12794 -3.17253
4 O 0.47160 -0.83636 -4.16187
5 C -0.64332 0.06512 -4.26777
6 C -1.82284 -0.49264 -3.48319
7 C -1.86848 -0.10900 -2.00023
8 C -0.50320 -0.16907 -1.29978
9 C -0.66523 -0.05647 0.17904
10 N -0.67392 1.16435 0.71359
11 N -0.83096 1.26709 2.00663
12 C -0.97026 0.14390 2.71025
13 C -1.08284 0.25596 4.19489
14 C 0.27940 0.41268 4.88402
15 C 1.22451 -0.77464 4.69026
16 N 2.00492 -0.74359 3.44544
17 N -1.00032 -1.07701 2.16803
18 N -0.84831 -1.17828 0.87816
19 H 3.13166 1.08463 -4.21221
20 H 1.56617 1.37998 -5.01204
21 H 1.77587 1.71796 -3.28656
22 H -0.90175 0.16622 -5.32299
23 H -0.36401 1.05345 -3.90074
24 H -2.73242 -0.13556 -3.97256
25 H -1.81513 -1.57955 -3.58263
26 H -2.29640 0.88978 -1.88751
27 H -2.52660 -0.81085 -1.48291
28 H 0.14090 0.65206 -1.61986
29 H -0.00397 -1.11209 -1.52661
30 H -1.57767 -0.64542 4.55830
31 H -1.69914 1.12392 4.42943
32 H 0.09068 0.56012 5.94964
33 H 0.76444 1.32429 4.52178
34 H 1.91662 -0.81197 5.53307
35 H 0.64224 -1.70133 4.72239
36 H 2.97602 -0.53834 3.63515
37 H 1.68025 -0.02038 2.81566